1.
DFT (ωB97M-V/def2-TZVPD) results for 2 unconnected molecules or ions with the total composition C12H16ClP.

Calculated values
**Orbital gap (spin up / spin down)**: 8.267 / 7.695 eV
**ΔE to the lowest compared entry with this formula, charge and spin**: 331.39 kJ/mol
**Spin multiplicity**: 1
**Total charge**: 0
**HOMO energy (spin up / spin down)**: -0.324 / -0.287 Eh

Positions of all 30 atoms, in Å:
C 5.2443 0.3411 -0.2366
C 4.2591 0.7578 -1.0926
C 4.8158 -0.2044 0.9986
C 2.9497 0.8794 -0.6134
C 3.4499 -0.3052 1.3712
C 2.5255 0.3211 0.5824
C 1.0898 0.4433 0.9430
C 0.3749 -0.4825 1.5631
C -4.5061 0.2900 -0.7733
C -2.0275 -0.0051 -1.2952
C -3.3066 -1.7038 0.2358
C -3.1283 -0.2611 -0.3027
P -2.8073 0.6103 1.3472
Cl -2.3981 2.4119 0.7118
H 6.2367 0.1987 -0.5975
H 4.6535 1.3100 -1.9377
H 5.6431 -0.5540 1.7615
H 2.1037 1.3346 -1.2204
H 3.2919 -0.6661 2.3781
H 0.6087 1.4495 0.6228
H 0.4648 -1.4526 1.8348
H -4.2943 1.3053 -0.8461
H -4.8999 -0.2133 -1.7419
H -5.3197 0.2196 0.0085
H -2.0329 0.9775 -1.9052
H -2.0810 -0.7984 -2.0338
H -0.9876 -0.0509 -0.8241
H -3.9455 -1.5772 1.1625
H -3.6885 -2.4851 -0.5351
H -2.2882 -2.0905 0.4340

2.
DFT (ωB97M-V/def2-TZVPD) results for a molecular structure, C12H16CoO5S4.

Calculated values
**Orbital gap (spin up / spin down)**: 7.030 / 7.229 eV
**ΔE to the lowest compared entry with this formula, charge and spin**: 36.84 kJ/mol
**Spin multiplicity**: 1
**Total charge**: -1
**HOMO energy (spin up / spin down)**: -0.169 / -0.177 Eh

Positions of all 38 atoms, in Å:
Co -1.4451 -1.3178 1.2503
C -0.6202 -4.8397 -1.4479
C -0.5165 -3.5753 -0.6419
S -1.9935 -2.9183 -0.0082
C 0.6383 -2.9224 -0.4025
C 1.9833 -3.3599 -0.8977
S 0.5654 -1.4655 0.5445
H -1.6234 -5.2568 -1.3740
H 0.0835 -5.5968 -1.0949
H -0.4104 -4.6581 -2.5054
H 1.8984 -3.9532 -1.8096
H 2.5068 -3.9642 -0.1516
H 2.6127 -2.4948 -1.1106
O -3.7054 -0.4767 3.9493
S -3.3136 -1.4543 2.9740
O -3.2760 -0.8393 1.5475
O -1.7893 -1.7488 3.0429
O -4.0716 -2.6771 2.9739
C 3.4156 3.9450 -1.5549
C 2.2451 3.2935 -0.8715
C 1.4646 2.3487 -1.5320
C 0.4000 1.7299 -0.8972
C 0.0993 2.0705 0.4126
C 0.8648 3.0030 1.0923
C 1.9306 3.6095 0.4460
S -1.2474 1.2936 1.3113
C -2.5884 1.7473 0.2100
O -1.4127 2.0531 2.5625
H 3.4456 3.6897 -2.6137
H 4.3575 3.6233 -1.1064
H 3.3676 5.0317 -1.4699
H 1.7009 2.0819 -2.5552
H -0.1719 0.9695 -1.4127
H 0.6082 3.2400 2.1164
H 2.5301 4.3394 0.9779
H -2.5990 2.8306 0.1080
H -3.4872 1.3657 0.6883
H -2.4468 1.2532 -0.7501

3.
DFT (ωB97M-V/def2-TZVPD) results for a molecular structure, C12H16FeN4SSi.

Calculated values
**Orbital gap (spin up / spin down)**: 7.838 / 6.706 eV
**ΔE to the lowest compared entry with this formula, charge and spin**: 0.00 kJ/mol
**Expectation value of S²**: 8.78
**Spin multiplicity**: 6
**Total charge**: +1
**HOMO energy (spin up / spin down)**: -0.442 / -0.442 Eh

Positions of all 35 atoms, in Å:
Fe -0.4637 -0.2909 0.0766
N 1.9845 -3.3697 -1.7792
C 1.3503 -2.2533 -1.4245
S -0.1671 -2.4683 -0.5539
N 1.8709 -1.1035 -1.7638
N 1.1186 -0.0711 -1.3336
C 1.2713 1.0797 -1.8537
C 0.3177 2.1151 -1.4510
C 0.3838 3.4130 -1.9132
C -0.6029 4.3116 -1.5325
C -1.6107 3.8926 -0.6814
C -1.5981 2.5822 -0.2391
N -0.6677 1.7085 -0.6330
H 1.6060 -4.2712 -1.5513
H 2.8508 -3.3042 -2.2881
H 2.0298 1.2596 -2.6081
H 1.1983 3.7081 -2.5608
H -0.5820 5.3305 -1.8955
H -2.3950 4.5631 -0.3614
H -2.3453 2.2184 0.4544
C 0.2263 -1.7936 5.6191
Si -0.0221 -0.0475 5.0446
C 1.4023 1.0402 5.5238
C -1.6419 0.6455 5.6282
C -0.0890 -0.1021 3.1772
C -0.1301 -0.1731 1.9529
H 0.2617 -1.8243 6.7106
H 1.1639 -2.1998 5.2347
H -0.5895 -2.4375 5.2851
H 1.4797 1.0826 6.6127
H 1.2683 2.0580 5.1525
H 2.3437 0.6525 5.1302
H -1.6560 0.6697 6.7205
H -2.4807 0.0328 5.2925
H -1.7918 1.6644 5.2657

4.
DFT (ωB97M-V/def2-TZVPD) results for a gas-phase ion, C12H16N2 (charge +2).

Calculated values
**Orbital gap (spin up / spin down)**: 7.571 / 7.570 eV
**ΔE to the lowest compared entry with this formula, charge and spin**: 262.39 kJ/mol
**Spin multiplicity**: 1
**Total charge**: +2
**HOMO energy (spin up / spin down)**: -0.618 / -0.618 Eh

Positions of all 30 atoms, in Å:
C 1.7619 -3.3764 0.5692
C 2.6974 -2.3033 0.5828
C 0.4240 -3.2185 0.3561
C 2.1142 -1.0072 0.4169
C -0.1100 -1.9681 -0.0139
C 0.8147 -0.8992 0.1812
C -1.2101 0.2295 0.8543
C 0.4581 1.3907 -0.3731
C -1.2823 -1.7363 -0.6742
C -2.4118 -2.6904 -0.6294
C 1.1691 3.7459 -0.3125
C 0.0085 2.7298 -0.4952
N 0.0915 0.3310 0.2816
N -1.3324 0.9699 1.9468
H 2.0563 -4.3514 0.8208
H 3.8111 -2.3328 0.8008
H -0.1853 -4.0323 0.4179
H 2.7248 -0.0482 0.5175
H 1.1829 1.0950 -1.1974
H -1.3813 -0.9871 -1.3868
H -2.2945 -3.6692 -0.0024
H -2.7141 -2.9459 -1.6415
H -3.2743 -2.0330 -0.3982
H 2.1495 3.2710 0.1709
H 1.4375 4.2673 -1.2612
H 0.7235 4.5011 0.3943
H -0.8876 2.8790 0.1463
H -0.3144 2.8877 -1.6038
H -2.1293 1.1052 2.5216
H -0.5202 1.4563 2.4086